[1]
{"formula": "C72H162N8O13", "method": "ωB97M-V/def2-TZVPD", "symbols": ["O", "H", "H", "O", "H", "H", "O", "H", "H", "O", "H", "H", "O", "H", "H", "C", "C", "C", "C", "C", "C", "N", "O", "C", "C", "C", "H", "H", "H", "H", "H", "H", "H", "H", "H", "H", "H", "H", "H", "H", "H", "H", "H", "H", "H", "C", "C", "C", "C", "C", "C", "N", "O", "C", "C", "C", "H", "H", "H", "H", "H", "H", "H", "H", "H", "H", "H", "H", "H", "H", "H", "H", "H", "H", "H", "C", "C", "C", "C", "C", "C", "N", "O", "C", "C", "C", "H", "H", "H", "H", "H", "H", "H", "H", "H", "H", "H", "H", "H", "H", "H", "H", "H", "H", "H", "C", "C", "C", "C", "C", "C", "N", "O", "C", "C", "C", "H", "H", "H", "H", "H", "H", "H", "H", "H", "H", "H", "H", "H", "H", "H", "H", "H", "H", "H", "C", "C", "C", "C", "C", "C", "N", "O", "C", "C", "C", "H", "H", "H", "H", "H", "H", "H", "H", "H", "H", "H", "H", "H", "H", "H", "H", "H", "H", "H", "C", "C", "C", "C", "C", "C", "N", "O", "C", "C", "C", "H", "H", "H", "H", "H", "H", "H", "H", "H", "H", "H", "H", "H", "H", "H", "H", "H", "H", "H", "C", "C", "C", "C", "C", "C", "N", "O", "C", "C", "C", "H", "H", "H", "H", "H", "H", "H", "H", "H", "H", "H", "H", "H", "H", "H", "H", "H", "H", "H", "C", "C", "C", "C", "C", "C", "N", "O", "C", "C", "C", "H", "H", "H", "H", "H", "H", "H", "H", "H", "H", "H", "H", "H", "H", "H", "H", "H", "H", "H"], "xyz": [[-5.139, -6.442, -4.410], [-4.353, -5.964, -4.636], [-4.954, -7.331, -4.698], [-1.211, -3.086, -5.953], [-0.318, -2.846, -6.210], [-1.275, -2.700, -5.048], [-3.448, -4.394, -5.560], [-4.232, -4.406, -6.137], [-2.739, -3.863, -5.987], [-5.449, -8.021, -1.422], [-4.828, -7.966, -0.703], [-5.454, -7.282, -2.042], [-5.462, -2.556, -3.285], [-5.830, -1.800, -3.772], [-6.271, -3.100, -3.133], [-3.010, -0.737, -1.555], [-1.611, -1.286, -1.835], [-0.821, -1.237, -0.550], [-1.175, -2.354, 0.369], [-0.965, -3.779, -0.238], [-1.838, -3.907, -1.385], [-1.537, -2.736, -2.299], [-2.202, -2.871, -3.535], [-1.486, -5.210, -2.182], [-3.332, -4.081, -1.036], [-0.877, -0.373, -2.846], [-3.701, -1.051, -2.301], [-3.080, 0.345, -1.483], [-3.471, -1.042, -0.576], [0.176, -1.414, -0.866], [-0.963, -0.279, -0.050], [-2.142, -2.250, 0.746], [-0.487, -2.157, 1.184], [-1.145, -4.481, 0.581], [0.081, -3.924, -0.513], [-2.193, -5.388, -2.983], [-0.459, -5.074, -2.559], [-1.537, -5.994, -1.447], [-3.505, -5.048, -0.519], [-3.750, -3.298, -0.446], [-3.777, -4.125, -1.973], [-1.515, -0.257, -3.716], [0.176, -0.662, -3.026], [-0.852, 0.566, -2.312], [-3.154, -2.845, -3.490], [-5.676, -1.110, 1.561], [-5.435, -1.895, 2.806], [-6.236, -3.138, 2.607], [-5.952, -4.256, 3.680], [-4.431, -4.533, 3.633], [-3.552, -3.292, 3.859], [-4.037, -2.270, 2.883], [-3.300, -1.016, 3.154], [-3.627, -2.808, 5.287], [-2.167, -3.600, 3.568], [-5.981, -1.110, 4.093], [-5.075, -0.206, 1.519], [-6.719, -0.751, 1.532], [-5.609, -1.831, 0.666], [-7.290, -2.854, 2.637], [-6.026, -3.535, 1.600], [-6.491, -5.232, 3.400], [-6.263, -3.942, 4.646], [-4.317, -4.975, 2.656], [-4.135, -5.316, 4.370], [-3.194, -3.557, 5.985], [-3.159, -1.869, 5.484], [-4.639, -2.758, 5.561], [-1.870, -4.291, 4.318], [-2.033, -3.989, 2.635], [-1.565, -2.691, 3.760], [-6.531, -1.788, 4.805], [-6.734, -0.487, 3.612], [-5.356, -0.409, 4.664], [-3.011, -0.819, 2.258], [5.991, -4.719, -2.801], [6.261, -3.951, -1.468], [7.287, -2.805, -1.761], [6.738, -1.616, -2.448], [5.588, -1.043, -1.576], [4.405, -2.120, -1.517], [5.005, -3.365, -0.878], [4.041, -4.358, -1.032], [3.468, -1.577, -0.439], [3.682, -2.323, -2.865], [6.849, -4.913, -0.442], [5.908, -4.067, -3.608], [5.067, -5.344, -2.671], [6.816, -5.420, -2.956], [7.646, -2.403, -0.871], [8.064, -3.368, -2.258], [6.518, -1.803, -3.470], [7.520, -0.858, -2.343], [5.282, -0.013, -1.984], [5.940, -0.889, -0.557], [2.592, -2.299, -0.380], [3.963, -1.422, 0.544], [3.054, -0.624, -0.805], [3.223, -3.252, -2.830], [2.904, -1.515, -2.949], [4.361, -2.142, -3.698], [7.604, -5.574, -0.887], [6.059, -5.607, -0.020], [7.313, -4.455, 0.422], [3.814, -4.630, -0.144], [-7.683, 2.477, 1.016], [-7.557, 2.359, -0.437], [-8.579, 3.223, -1.191], [-8.270, 4.704, -0.981], [-6.970, 5.005, -1.550], [-5.827, 4.250, -0.899], [-6.184, 2.842, -0.865], [-5.099, 2.200, -0.125], [-4.610, 4.352, -1.782], [-5.453, 4.815, 0.520], [-7.699, 0.874, -0.975], [-7.654, 3.579, 1.320], [-6.836, 1.935, 1.484], [-8.570, 2.006, 1.395], [-8.454, 3.030, -2.260], [-9.647, 2.937, -0.976], [-8.458, 4.894, 0.043], [-8.941, 5.327, -1.611], [-6.647, 6.083, -1.577], [-6.849, 4.528, -2.524], [-4.414, 5.367, -2.126], [-3.758, 3.832, -1.242], [-4.862, 3.713, -2.696], [-4.590, 4.300, 1.004], [-5.179, 5.918, 0.403], [-6.337, 4.812, 1.240], [-8.675, 0.535, -0.791], [-7.081, 0.080, -0.476], [-7.532, 0.853, -2.071], [-4.851, 1.435, -0.699], [4.531, 2.502, 5.709], [3.397, 1.868, 5.029], [2.236, 2.820, 5.171], [1.056, 2.323, 4.348], [1.559, 2.287, 2.878], [2.762, 1.374, 2.633], [3.768, 1.703, 3.629], [4.921, 0.874, 3.456], [2.279, -0.106, 2.631], [3.462, 1.683, 1.268], [3.181, 0.541, 5.747], [5.477, 1.955, 5.823], [4.365, 2.731, 6.739], [4.803, 3.437, 5.213], [2.060, 2.881, 6.242], [2.549, 3.804, 4.759], [0.160, 2.930, 4.536], [0.726, 1.292, 4.589], [1.699, 3.316, 2.563], [0.771, 1.989, 2.170], [1.836, -0.387, 1.682], [3.095, -0.762, 2.904], [1.472, -0.348, 3.340], [2.789, 1.414, 0.469], [3.754, 2.714, 1.247], [4.387, 1.055, 1.187], [4.030, -0.081, 5.812], [2.337, -0.044, 5.362], [2.832, 0.787, 6.754], [4.572, 0.013, 3.600], [6.246, -2.545, 3.100], [5.259, -3.564, 3.784], [4.600, -2.876, 5.003], [3.383, -3.588, 5.497], [2.363, -3.581, 4.404], [2.844, -4.283, 3.187], [4.120, -3.647, 2.795], [4.586, -4.356, 1.665], [2.998, -5.889, 3.305], [1.869, -3.977, 2.045], [5.954, -4.824, 4.221], [7.078, -2.202, 3.754], [5.548, -1.736, 2.766], [6.748, -2.888, 2.272], [5.353, -2.772, 5.787], [4.352, -1.854, 4.742], [2.997, -3.080, 6.318], [3.631, -4.619, 5.804], [2.216, -2.508, 4.172], [1.329, -3.911, 4.687], [3.432, -6.196, 2.398], [3.618, -6.199, 4.138], [1.986, -6.428, 3.449], [0.819, -4.305, 2.202], [1.887, -2.934, 1.759], [2.174, -4.508, 1.126], [7.034, -4.749, 4.484], [5.968, -5.546, 3.419], [5.498, -5.269, 5.073], [4.898, -3.645, 1.018], [1.661, 5.993, -0.957], [0.204, 6.298, -1.218], [-0.682, 5.020, -1.269], [-0.889, 4.421, 0.100], [-1.515, 5.478, 1.061], [-0.680, 6.756, 1.132], [-0.400, 7.202, -0.246], [0.376, 8.430, -0.129], [-1.532, 7.902, 1.708], [0.650, 6.622, 2.077], [0.022, 6.977, -2.599], [2.188, 5.720, -1.876], [1.724, 5.157, -0.250], [2.194, 6.927, -0.558], [-1.681, 5.200, -1.684], [-0.095, 4.385, -1.888], [0.096, 4.127, 0.483], [-1.528, 3.566, 0.008], [-1.569, 5.072, 2.031], [-2.517, 5.737, 0.743], [-2.032, 7.442, 2.594], [-0.888, 8.780, 2.038], [-2.298, 8.247, 1.022], [1.222, 7.532, 2.244], [0.356, 6.060, 2.974], [1.368, 5.902, 1.628], [0.685, 7.827, -2.774], [-1.046, 7.272, -2.712], [0.228, 6.244, -3.431], [-0.243, 8.968, -0.553], [2.743, 1.348, -4.204], [3.318, 2.754, -3.974], [4.825, 2.805, -4.337], [5.079, 2.844, -5.852], [4.257, 4.006, -6.414], [2.724, 3.916, -6.162], [2.603, 3.817, -4.692], [1.235, 3.840, -4.302], [2.208, 5.279, -6.521], [2.103, 2.824, -7.039], [3.149, 3.073, -2.459], [2.908, 0.805, -3.297], [3.329, 0.874, -4.988], [1.673, 1.177, -4.432], [5.238, 3.685, -3.817], [5.233, 1.913, -3.829], [4.755, 1.916, -6.356], [6.101, 2.955, -6.112], [4.352, 4.092, -7.477], [4.738, 4.893, -5.885], [2.266, 5.435, -7.606], [1.110, 5.341, -6.401], [2.665, 6.119, -5.970], [1.114, 2.642, -6.716], [2.172, 3.203, -8.053], [2.708, 1.936, -7.057], [3.473, 4.105, -2.305], [3.797, 2.523, -1.840], [2.124, 2.786, -2.272], [0.798, 2.977, -4.468]], "e_above_lowest_kcal_mol": 0.0, "total_energy_ev": -115818.42241, "homo_energy_ev": -8.348}

[2]
{"formula": "C4H7O3Yb", "method": "ωB97M-V/def2-TZVPD", "symbols": ["C", "C", "H", "H", "H", "H", "H", "O", "Yb", "O", "C", "O", "C", "H", "H"], "xyz": [[0.051, 1.064, 0.640], [-0.700, 1.786, -0.451], [0.424, 1.755, 1.404], [-0.557, 0.302, 1.138], [-0.037, 2.477, -0.990], [-1.514, 2.366, 0.006], [-1.127, 1.069, -1.163], [2.539, -1.259, -0.201], [3.622, 0.597, -0.090], [1.215, 0.385, 0.103], [1.320, -1.002, -0.033], [-0.090, -2.203, -0.252], [-1.432, -2.321, -0.312], [-1.738, -3.376, -0.173], [-1.975, -1.640, 0.374]], "e_above_lowest_kcal_mol": 33.3, "total_charge": 2, "multiplicity": 2, "total_energy_ev": -41911.40093, "homo_energy_ev": [-16.229, -18.271]}

[3]
{"formula": "C24H29N3O4", "method": "ωB97M-V/def2-TZVPD", "symbols": ["C", "H", "C", "H", "H", "C", "N", "C", "O", "C", "C", "C", "O", "N", "C", "C", "C", "C", "C", "C", "H", "H", "O", "C", "C", "O", "N", "C", "C", "C", "C", "C", "C", "H", "C", "H", "H", "H", "H", "C", "H", "H", "H", "H", "H", "H", "H", "H", "H", "C", "H", "H", "H", "H", "H", "H", "H", "H", "H", "H"], "xyz": [[-5.401, 8.369, 2.521], [-5.808, 9.192, 1.938], [-3.893, 8.527, 2.673], [-3.414, 8.479, 1.693], [-3.673, 9.504, 3.107], [-3.277, 7.457, 3.578], [-3.370, 6.132, 3.007], [-2.296, 5.453, 2.557], [-1.162, 5.874, 2.619], [-2.644, 4.070, 2.004], [-2.947, 3.076, 3.128], [-2.403, 1.745, 2.622], [-2.672, 0.665, 3.094], [-1.568, 2.007, 1.580], [-0.799, 1.066, 0.879], [-1.127, -0.290, 0.895], [-0.363, -1.200, 0.197], [0.743, -0.787, -0.543], [1.070, 0.561, -0.568], [0.306, 1.475, 0.139], [0.596, 2.512, 0.110], [1.917, 0.921, -1.129], [1.430, -1.777, -1.196], [2.568, -1.428, -1.947], [3.233, -2.672, -2.553], [4.182, -2.551, -3.297], [2.658, -3.826, -2.158], [2.993, -5.144, -2.487], [4.052, -5.461, -3.329], [4.338, -6.787, -3.617], [3.558, -7.790, -3.057], [2.497, -7.490, -2.214], [2.221, -6.161, -1.933], [1.397, -5.909, -1.279], [1.679, -8.585, -1.599], [2.166, -8.948, -0.693], [0.688, -8.229, -1.330], [1.579, -9.424, -2.284], [3.781, -8.823, -3.282], [5.478, -7.140, -4.523], [5.967, -6.245, -4.896], [6.213, -7.742, -3.989], [5.123, -7.725, -5.370], [4.645, -4.669, -3.755], [1.865, -3.721, -1.536], [3.321, -0.930, -1.320], [2.310, -0.753, -2.774], [-0.615, -2.248, 0.213], [-1.973, -0.630, 1.466], [-1.454, 3.425, 1.291], [-1.476, 3.596, 0.212], [-0.526, 3.844, 1.700], [-4.002, 2.988, 3.379], [-2.399, 3.332, 4.039], [-3.501, 4.150, 1.329], [-4.289, 5.732, 2.913], [-3.774, 7.463, 4.553], [-2.212, 7.656, 3.718], [-5.886, 8.370, 3.495], [-5.651, 7.442, 2.009]], "e_above_lowest_kcal_mol": 8.1, "smiles": "CCCNC(=O)[C@@H]1CC(=O)N(c2ccc(OCC(=O)Nc3cc(C)cc(C)c3)cc2)C1", "total_energy_ev": -38021.01369, "homo_energy_ev": -8.197}

[4]
{"formula": "C21H29Br2F6INO4", "method": "ωB97M-V/def2-TZVPD", "symbols": ["C", "C", "C", "C", "C", "Br", "C", "C", "C", "N", "C", "I", "C", "Br", "C", "C", "C", "H", "H", "H", "H", "H", "H", "H", "H", "H", "H", "H", "H", "H", "H", "H", "H", "H", "H", "H", "C", "C", "O", "C", "O", "C", "F", "F", "F", "H", "H", "H", "H", "H", "C", "C", "O", "C", "O", "C", "F", "F", "F", "H", "H", "H", "H", "H"], "xyz": [[2.789, 2.858, 2.217], [2.470, 2.696, 1.072], [2.555, 2.380, -0.373], [2.780, 0.844, -0.576], [4.119, 0.265, -0.023], [5.495, 1.659, 0.252], [4.784, -0.806, -0.918], [5.733, -1.685, -0.029], [2.558, 0.500, -2.056], [1.706, -0.442, -2.077], [1.122, -0.947, -0.813], [1.936, -2.766, 0.026], [-0.391, -1.145, -1.169], [-0.713, -2.848, -2.097], [-1.351, -0.898, 0.020], [-1.847, -2.156, 0.757], [1.489, 0.243, 0.105], [3.055, 2.877, 3.248], [3.322, 2.986, -0.864], [1.593, 2.694, -0.804], [3.904, -0.118, 0.976], [4.077, -1.501, -1.376], [5.402, -0.270, -1.646], [5.559, -1.527, 1.037], [5.496, -2.738, -0.229], [6.772, -1.547, -0.330], [3.038, 0.934, -2.928], [1.342, -0.896, -2.917], [-0.624, -0.386, -1.927], [-2.242, -0.415, -0.403], [-0.953, -0.206, 0.769], [-1.044, -2.680, 1.276], [-2.446, -2.819, 0.130], [-2.530, -1.802, 1.539], [0.667, 0.941, -0.110], [1.547, 0.075, 1.177], [-1.728, 1.152, -4.490], [-2.800, 0.100, -4.706], [-4.108, 0.634, -4.467], [-4.599, 1.419, -5.429], [-4.039, 1.698, -6.444], [-6.009, 1.891, -5.057], [-6.051, 2.377, -3.808], [-6.883, 0.880, -5.126], [-6.432, 2.848, -5.874], [-1.814, 1.582, -3.488], [-0.734, 0.715, -4.609], [-1.827, 1.973, -5.198], [-2.664, -0.711, -3.991], [-2.742, -0.335, -5.704], [-2.017, 1.341, 6.043], [-0.811, 0.488, 6.376], [-1.066, -0.910, 6.128], [-1.049, -1.294, 4.865], [-0.839, -0.588, 3.917], [-1.308, -2.802, 4.769], [-2.372, -3.176, 5.483], [-0.261, -3.503, 5.223], [-1.523, -3.176, 3.505], [-2.893, 0.990, 6.590], [-1.831, 2.383, 6.301], [-2.261, 1.289, 4.982], [-0.586, 0.570, 7.438], [0.077, 0.810, 5.832]], "total_charge": 1, "total_energy_ev": -196409.51995, "homo_energy_ev": -12.804}

[5]
{"formula": "C4H6Cl2O", "method": "ωB97M-V/def2-TZVPD", "symbols": ["C", "C", "C", "C", "O", "Cl", "Cl", "H", "H", "H", "H", "H", "H"], "xyz": [[0.580, 0.639, -1.357], [0.555, 0.455, 0.158], [2.178, 0.085, -0.130], [-0.188, -0.717, 0.739], [1.975, 0.329, -1.439], [2.666, -1.621, 0.151], [3.416, 1.154, 0.488], [-0.063, -0.230, -1.813], [0.170, 1.410, -2.023], [0.473, 1.419, 0.688], [-0.868, -1.123, -0.027], [-0.745, -0.486, 1.655], [0.460, -1.659, 0.886]], "e_above_lowest_kcal_mol": 34.5, "smiles": "C[C@@H]1COC1(Cl)Cl", "total_energy_ev": -31335.92373, "homo_energy_ev": -10.435}

[6]
{"formula": "C2H6NOPS", "method": "ωB97M-V/def2-TZVPD", "symbols": ["C", "C", "N", "O", "P", "S", "H", "H", "H", "H", "H", "H"], "xyz": [[-2.074, 0.499, -0.593], [-1.904, 0.927, 0.876], [-1.024, -0.400, -0.824], [-0.567, 0.539, 1.306], [0.137, -0.493, 0.160], [4.440, -1.436, -0.233], [-3.123, 0.120, -0.725], [-1.997, 1.449, -1.152], [-1.800, 1.983, 0.941], [-2.538, 0.573, 1.649], [5.734, -1.113, -0.717], [4.717, -2.646, -0.688]], "e_above_lowest_kcal_mol": 4.0, "smiles": "C1COP=N1.S", "total_energy_ev": -25831.91432, "homo_energy_ev": -9.600}